# 1
The following is a DFT calculation (wB97M-V/def2-TZVPD) of a gas-phase ion, C3H7N4S (charge +1) in a non-equilibrium geometry.

As for the SMILES: [NH+]#CNC/N=C\SN. Its net charge is +1. The HOMO-LUMO gap comes out at 8.6 eV. The LUMO energy is -0.167 hartree. The value obtained for the total energy is -20010.0496 eV.

Last column: natural (NBO) charge in e.
CARTESIAN COORDINATES (ANGSTROEM)
C  0.9423  1.0128  0.2202  -0.054
C  -1.4303  -1.1347  -0.1645  0.766
C  -1.5308  1.1705  0.0550  -0.096
N  -0.1581  1.6296  0.1097  -0.438
N  2.8885  -0.4908  -0.0654  -1.004
N  -1.8863  -0.1109  -0.6509  -0.584
N  -1.1822  -2.1779  0.3386  -0.471
S  1.2707  -0.5757  -0.3271  0.440
H  1.7596  1.6719  0.5017  0.240
H  -2.0226  1.1796  0.9912  0.223
H  -2.1350  1.9607  -0.4049  0.240
H  3.2114  -0.8978  0.7718  0.396
H  -2.7881  -0.0327  -0.9704  0.462
H  -0.5283  -2.9118  0.3356  0.469
H  3.5893  -0.2928  -0.7406  0.412

# 2
The following is a DFT calculation (wB97M-V/def2-TZVPD) of a gas-phase ion, C6H12NO (charge -1) in a non-equilibrium geometry.

Its net charge is -1. The HOMO-LUMO gap comes out at 6.2 eV. The LUMO energy is 0.143 hartree. The value obtained for the total energy is -9947.8502 eV.

Last column: natural (NBO) charge in e.
CARTESIAN COORDINATES (ANGSTROEM)
C  -1.8120  1.3549  0.0047  0.032
O  -2.4371  2.2283  -0.8002  -0.894
C  -0.2819  0.9796  -0.3075  -0.206
C  0.1334  0.3378  1.0220  -0.369
C  0.9743  -0.3296  -0.1072  -0.016
C  0.6567  -1.6510  -0.6021  -0.598
C  0.9552  -2.8914  0.1950  -0.613
N  0.2811  2.3732  -0.4736  -0.871
H  -1.7902  1.9440  1.0374  0.087
H  -2.1967  0.3188  0.2873  0.103
H  -0.4816  0.5896  -1.3130  0.295
H  -0.5709  -0.3611  1.4484  0.223
H  0.7356  0.9031  1.7771  0.228
H  1.9860  0.2379  -0.3819  0.179
H  0.2068  -1.6789  -1.5456  0.178
H  0.8992  -2.5731  1.2517  0.183
H  2.0096  -3.3600  0.2497  0.145
H  0.3737  -3.8818  0.1165  0.177
H  -0.5389  2.9040  -0.5695  0.393
H  0.8978  2.5557  -1.2893  0.343

# 3
The following is a DFT calculation (wB97M-V/def2-TZVPD) of a molecular structure, C35H29Cl5N9O3STi in a non-equilibrium geometry.

Its net charge is +1. The HOMO-LUMO gap comes out at 5.8 eV. The LUMO energy is -0.166 hartree. The value obtained for the total energy is -152875.0352 eV.

Last column: Löwdin charge in e.
CARTESIAN COORDINATES (ANGSTROEM)
Ti  -0.3915  -0.4421  -0.0430  1.108
C  0.7645  -1.0368  -4.4294  -0.060
C  0.0328  -0.7047  -3.2908  -0.071
N  0.4460  -1.0810  -2.0901  0.030
C  1.5745  -1.8062  -2.0093  -0.187
C  2.2930  -2.1083  -3.1550  -0.029
N  1.8931  -1.7204  -4.3612  0.128
C  1.8700  -2.3703  -0.6740  -0.174
C  2.9869  -3.1228  -0.3642  0.083
C  3.0440  -3.7773  0.8659  -0.105
C  1.9492  -3.6753  1.7222  0.089
C  0.8805  -2.8729  1.3667  -0.168
N  0.8727  -2.2096  0.2033  0.044
C  -0.3768  -2.7583  2.1409  -0.199
C  -0.5598  -3.2377  3.4273  -0.032
N  -1.7535  -3.2183  4.0133  0.125
C  -2.7556  -2.6981  3.3256  -0.070
C  -2.5653  -2.1272  2.0668  -0.065
N  -1.3806  -2.1667  1.4787  0.053
C  4.2069  -4.6144  1.2268  -0.178
C  4.6941  -4.6296  2.5294  -0.005
C  5.7765  -5.4458  2.8233  -0.117
N  6.3720  -6.2261  1.9281  0.080
C  5.9008  -6.2084  0.6865  -0.119
C  4.8308  -5.4227  0.2832  -0.007
H  0.4130  -0.7367  -5.4084  0.127
H  -0.8890  -0.1426  -3.3528  0.124
H  3.2038  -2.6908  -3.1062  0.125
H  3.8098  -3.2041  -1.0593  0.127
H  1.9268  -4.2409  2.6422  0.130
H  0.2652  -3.6282  4.0095  0.126
H  -3.7397  -2.7145  3.7763  0.123
H  -3.3708  -1.6374  1.5334  0.131
H  4.2652  -4.0012  3.2989  0.119
H  6.1801  -5.4696  3.8288  0.115
H  6.3972  -6.8568  -0.0260  0.115
H  4.4787  -5.4771  -0.7387  0.116
Cl  -2.8361  1.9122  -0.9790  0.793
C  -3.0960  0.3141  -1.6011  -0.669
C  -2.2672  -0.7247  -1.1959  -0.262
C  -2.5368  -1.9688  -1.7683  -0.675
Cl  -1.5682  -3.3668  -1.3544  0.744
C  -3.5406  -2.1764  -2.7121  -0.710
Cl  -3.7911  -3.7134  -3.4304  0.712
C  -4.3502  -1.1010  -3.0879  -0.703
Cl  -5.5965  -1.3263  -4.2390  0.725
C  -4.1346  0.1527  -2.5226  -0.707
Cl  -5.1285  1.4738  -2.9766  0.716
C  1.8668  2.1871  -2.5729  -0.062
C  0.6594  2.0181  -1.6491  -0.475
C  0.2433  3.3636  -1.0645  -0.090
C  0.9901  1.0263  -0.5253  -0.178
H  1.6687  2.9274  -3.3499  0.088
H  2.1372  1.2480  -3.0647  0.063
H  2.7349  2.5221  -2.0016  0.093
H  -0.1715  1.6515  -2.2664  0.090
H  1.1012  3.8388  -0.5821  0.095
H  -0.5327  3.2538  -0.3115  0.020
H  -0.1298  4.0326  -1.8420  0.092
H  1.1591  1.5733  0.4064  0.034
H  1.9016  0.4493  -0.7224  0.078
N  0.1217  5.4836  2.8988  0.107
C  -0.1408  4.2142  2.5475  -0.885
S  0.9145  2.9638  2.8915  0.677
N  -1.3121  3.9908  1.8972  0.048
C  -2.1345  4.8954  1.1852  -0.259
C  -3.4794  4.5603  1.0425  -0.057
C  -4.3163  5.3492  0.2723  -0.075
C  -3.8263  6.4874  -0.3536  -0.081
C  -2.4904  6.8231  -0.2033  -0.071
C  -1.6378  6.0325  0.5549  -0.044
H  0.9455  5.6471  3.4501  0.099
H  -0.5865  6.1974  2.8526  0.106
H  -1.5265  3.0122  1.7757  0.085
H  -3.8612  3.6757  1.5374  0.114
H  -5.3577  5.0751  0.1662  0.110
H  -4.4795  7.1018  -0.9577  0.106
H  -2.0950  7.7029  -0.6940  0.109
H  -0.5877  6.2840  0.6178  0.111
O  -1.0516  0.3385  3.3829  0.162
N  -0.5998  0.4076  2.2973  -0.535
O  0.4518  -0.1815  1.9104  -0.090
O  -1.2785  0.8523  1.2731  -0.177

# 4
The following is a DFT calculation (wB97M-V/def2-TZVPD) of a single C5H13NS molecule in a non-equilibrium geometry.

As for the SMILES: CSCC[C@H](C)N. Its net charge is 0. The HOMO-LUMO gap comes out at 9.3 eV. The LUMO energy is 0.038 hartree. The value obtained for the total energy is -17721.0050 eV.

Last column: natural (NBO) charge in e.
CARTESIAN COORDINATES (ANGSTROEM)
C  -2.6586  -1.1560  -0.2068  -0.615
C  -1.2503  -0.6401  0.0307  -0.065
C  -0.7854  0.1699  -1.1756  -0.416
C  0.4616  1.0456  -0.9242  -0.498
S  1.9069  0.0559  -0.3425  0.154
C  1.9372  0.3817  1.4293  -0.738
N  -1.2017  0.1901  1.2494  -0.836
H  -2.7251  -1.7792  -1.0555  0.210
H  -3.3404  -0.3248  -0.3883  0.198
H  -3.0496  -1.7655  0.6097  0.204
H  -0.5334  -1.4602  0.0940  0.197
H  -0.4197  -0.4903  -1.9635  0.215
H  -1.5821  0.8084  -1.5701  0.198
H  0.3671  1.8728  -0.2272  0.213
H  0.7985  1.4157  -1.8920  0.219
H  2.9873  0.5257  1.6971  0.215
H  1.5687  -0.4497  2.0191  0.217
H  1.3791  1.2477  1.7434  0.227
H  -1.5670  1.1142  1.0452  0.346
H  -1.8629  -0.2016  1.9113  0.355